[1]
{"formula": "C21H47BNO17P3", "method": "ωB97M-V/def2-TZVPD", "elements": ["C", "C", "C", "C", "C", "B", "C", "O", "N", "C", "O", "C", "C", "C", "O", "C", "C", "O", "O", "H", "H", "H", "H", "H", "H", "H", "H", "H", "H", "H", "H", "H", "H", "H", "H", "H", "H", "H", "H", "C", "O", "P", "O", "O", "C", "O", "C", "H", "H", "H", "H", "H", "H", "H", "H", "H", "C", "O", "P", "O", "O", "C", "O", "C", "H", "H", "H", "H", "H", "H", "H", "H", "H", "C", "O", "P", "O", "O", "C", "O", "C", "H", "H", "H", "H", "H", "H", "H", "H", "H"], "coordinates": [[-0.18, -7.42, 0.72], [-0.91, -6.32, 0.48], [-0.93, -5.21, 1.50], [-0.35, -3.90, 0.97], [-1.18, -2.61, 1.23], [-2.73, -2.55, 0.80], [-3.54, -3.68, 0.06], [-3.39, -1.39, 1.13], [-0.26, -1.67, 0.57], [0.34, -2.23, -0.43], [1.24, -1.61, -1.15], [2.58, -1.97, -0.67], [3.18, -0.92, 0.26], [4.68, -1.22, 0.32], [2.66, -1.18, 1.58], [-0.13, -3.67, -0.54], [0.92, -4.51, -1.31], [1.83, -5.05, -0.67], [0.75, -4.55, -2.55], [-0.29, -7.89, 1.69], [0.54, -7.80, 0.00], [-1.47, -6.23, -0.45], [-1.93, -5.05, 1.93], [-0.32, -5.52, 2.34], [0.60, -3.65, 1.44], [-1.20, -2.38, 2.30], [-4.54, -3.31, -0.16], [-3.66, -4.57, 0.68], [-3.11, -3.97, -0.90], [-4.16, -1.69, 1.63], [-0.06, -0.71, 0.83], [3.22, -2.15, -1.53], [2.57, -2.92, -0.13], [2.98, 0.10, -0.03], [5.24, -0.42, 0.80], [5.08, -1.41, -0.67], [4.87, -2.14, 0.88], [3.05, -2.00, 1.90], [-0.99, -3.63, -1.20], [4.64, 3.73, -2.95], [4.49, 2.69, -3.93], [3.93, 1.24, -3.39], [5.01, 0.89, -2.42], [4.12, 0.53, -4.84], [4.26, 1.24, -6.07], [2.84, 0.11, -2.91], [1.56, 0.02, -3.58], [4.83, 4.66, -3.49], [3.73, 3.84, -2.36], [5.49, 3.50, -2.30], [5.29, 1.54, -6.22], [3.61, 2.12, -6.10], [3.97, 0.57, -6.87], [1.66, -0.49, -4.53], [1.12, 1.01, -3.73], [0.91, -0.56, -2.94], [-1.57, 0.03, 5.47], [-2.87, 0.61, 5.29], [-4.15, -0.26, 5.87], [-4.04, -1.49, 5.05], [-5.22, 0.80, 5.25], [-4.90, 2.13, 4.86], [-5.27, -0.80, 6.95], [-5.75, 0.10, 7.97], [-0.83, 0.78, 5.22], [-1.41, -0.29, 6.50], [-1.45, -0.83, 4.80], [-4.50, 2.14, 3.85], [-4.19, 2.60, 5.54], [-5.82, 2.71, 4.87], [-6.47, 0.80, 7.54], [-4.93, 0.66, 8.43], [-6.24, -0.49, 8.73], [1.15, 7.70, -2.84], [0.08, 6.78, -3.12], [0.50, 5.20, -3.26], [1.45, 5.18, -4.39], [-1.00, 4.74, -3.71], [-2.17, 5.56, -3.58], [0.80, 3.75, -2.57], [0.02, 3.37, -1.42], [0.70, 8.66, -2.59], [1.75, 7.36, -2.00], [1.78, 7.81, -3.72], [-2.25, 6.23, -4.43], [-2.16, 6.13, -2.65], [-3.03, 4.89, -3.57], [-0.97, 3.04, -1.73], [-0.07, 4.19, -0.71], [0.54, 2.54, -0.93]], "lowdin_charge": [0.01, -0.17, -0.14, -0.18, -0.11, -0.42, 0.02, 0.13, 0.21, -0.23, 0.03, -0.08, -0.36, -0.03, -0.06, -0.09, -0.71, -0.02, -0.01, 0.06, 0.07, 0.11, 0.10, 0.12, 0.15, 0.16, 0.07, 0.07, 0.07, 0.11, 0.18, 0.14, 0.13, 0.14, 0.09, 0.08, 0.09, 0.08, 0.15, -0.10, -0.25, 0.55, -0.26, -0.23, -0.10, -0.24, -0.08, 0.09, 0.07, 0.08, 0.09, 0.08, 0.09, 0.10, 0.08, 0.07, -0.10, -0.26, 0.54, -0.26, -0.24, -0.11, -0.23, -0.10, 0.09, 0.09, 0.08, 0.09, 0.08, 0.09, 0.08, 0.08, 0.09, -0.09, -0.25, 0.50, -0.24, -0.24, -0.10, -0.25, -0.09, 0.09, 0.08, 0.09, 0.09, 0.08, 0.09, 0.09, 0.09, 0.08], "e_homo_ev": -7.7, "lumo_energy_ev": -1.357, "e_tot_ev": -87377.1049, "orbital_gap_ev": 6.31, "largest_force_ha_per_bohr": 0.1457, "relative_energy_kcal_mol": 0.0}

---

[2]
{"formula": "C21H47BaNO27P5", "method": "ωB97M-V/def2-TZVPD", "elements": ["Ba", "C", "C", "C", "O", "C", "C", "C", "O", "O", "O", "H", "H", "N", "O", "O", "O", "C", "O", "P", "O", "O", "C", "O", "C", "H", "H", "H", "H", "H", "H", "H", "H", "H", "C", "O", "P", "O", "O", "C", "O", "C", "H", "H", "H", "H", "H", "H", "H", "H", "H", "C", "O", "P", "O", "O", "C", "O", "C", "H", "H", "H", "H", "H", "H", "H", "H", "H", "C", "O", "P", "O", "O", "C", "O", "C", "H", "H", "H", "H", "H", "H", "H", "H", "H", "C", "O", "P", "O", "O", "C", "O", "C", "H", "H", "H", "H", "H", "H", "H", "H", "H"], "coordinates": [[-11.04, 1.54, -17.45], [-12.56, 4.34, -23.64], [-11.75, 4.18, -24.86], [-11.26, 2.68, -25.31], [-10.87, 2.57, -26.45], [-11.10, 1.74, -24.25], [-11.57, 2.05, -23.02], [-12.36, 3.33, -22.77], [-12.91, 3.54, -21.62], [-11.61, 1.12, -22.15], [-11.35, 5.04, -25.67], [-13.16, 5.21, -23.43], [-10.63, 0.77, -24.38], [-8.84, 1.68, -13.16], [-8.15, 2.36, -13.93], [-8.35, 1.11, -12.20], [-10.06, 1.52, -13.42], [-4.96, 5.50, -18.65], [-5.12, 4.73, -19.83], [-6.58, 5.02, -20.50], [-7.73, 4.59, -19.69], [-6.46, 4.39, -22.00], [-5.25, 4.55, -22.79], [-6.56, 6.57, -20.85], [-7.52, 7.09, -21.68], [-4.23, 5.10, -17.95], [-5.90, 5.75, -18.16], [-4.46, 6.44, -18.86], [-5.45, 3.72, -23.48], [-4.36, 4.68, -22.18], [-5.27, 5.37, -23.51], [-7.70, 8.15, -21.47], [-8.47, 6.57, -21.50], [-7.29, 6.88, -22.73], [-3.89, -0.84, -17.16], [-4.69, -1.99, -16.97], [-6.02, -2.31, -17.94], [-7.21, -1.41, -17.86], [-6.36, -3.82, -17.61], [-5.40, -4.86, -17.52], [-5.27, -2.41, -19.37], [-6.05, -2.07, -20.60], [-3.72, -0.42, -16.17], [-4.44, -0.03, -17.63], [-2.95, -1.15, -17.62], [-5.51, -5.57, -18.34], [-5.60, -5.42, -16.60], [-4.36, -4.54, -17.46], [-5.70, -1.16, -21.10], [-7.10, -1.93, -20.35], [-5.80, -2.85, -21.31], [-11.61, -4.88, -19.40], [-12.42, -5.23, -18.30], [-12.29, -4.40, -16.93], [-12.03, -2.91, -17.11], [-13.68, -4.74, -16.18], [-14.88, -4.65, -16.97], [-11.23, -5.30, -16.16], [-10.60, -4.86, -14.95], [-11.81, -5.43, -20.33], [-10.62, -5.17, -19.07], [-11.73, -3.81, -19.61], [-15.15, -5.64, -17.33], [-14.74, -4.08, -17.89], [-15.62, -4.29, -16.26], [-10.49, -5.78, -14.38], [-11.24, -4.19, -14.38], [-9.62, -4.47, -15.23], [-18.02, 3.98, -16.11], [-17.23, 3.46, -15.05], [-16.90, 1.84, -15.04], [-15.81, 1.38, -15.92], [-16.64, 1.61, -13.46], [-16.71, 0.35, -12.80], [-18.29, 1.18, -15.38], [-19.42, 1.55, -14.58], [-18.37, 3.42, -16.98], [-17.49, 4.75, -16.67], [-18.79, 4.56, -15.60], [-17.53, 0.29, -12.08], [-15.74, 0.28, -12.31], [-16.79, -0.45, -13.54], [-19.34, 2.43, -13.94], [-19.68, 0.80, -13.85], [-20.29, 1.67, -15.23], [-14.29, 9.03, -14.69], [-14.02, 7.72, -15.16], [-12.52, 7.11, -15.12], [-12.47, 5.74, -15.65], [-11.96, 7.42, -13.59], [-12.27, 6.64, -12.50], [-11.69, 8.17, -15.91], [-11.91, 8.48, -17.28], [-14.99, 8.97, -13.86], [-14.68, 9.66, -15.50], [-13.42, 9.56, -14.30], [-13.14, 6.96, -11.93], [-11.28, 6.73, -12.05], [-12.33, 5.56, -12.65], [-12.86, 9.00, -17.43], [-11.99, 7.56, -17.87], [-11.10, 9.15, -17.55]], "lowdin_charge": [1.72, -0.04, -0.32, -0.39, 0.00, -0.04, -0.43, -0.43, -0.16, -0.14, -0.06, 0.09, 0.09, -0.68, -0.09, -0.04, -0.14, -0.14, -0.21, 0.43, -0.23, -0.22, -0.08, -0.22, -0.12, 0.09, 0.09, 0.08, 0.10, 0.08, 0.08, 0.09, 0.10, 0.09, -0.11, -0.25, 0.46, -0.26, -0.21, -0.10, -0.24, -0.05, 0.09, 0.09, 0.09, 0.09, 0.09, 0.09, 0.08, 0.08, 0.08, -0.10, -0.24, 0.44, -0.28, -0.22, -0.10, -0.22, -0.07, 0.09, 0.09, 0.09, 0.09, 0.09, 0.09, 0.09, 0.09, 0.09, -0.13, -0.22, 0.42, -0.25, -0.23, -0.09, -0.20, -0.11, 0.10, 0.09, 0.09, 0.09, 0.09, 0.09, 0.09, 0.08, 0.10, -0.12, -0.22, 0.43, -0.23, -0.22, -0.14, -0.22, -0.07, 0.09, 0.09, 0.08, 0.09, 0.10, 0.09, 0.08, 0.10, 0.10], "e_homo_ev": -2.4, "lumo_energy_ev": -0.029, "e_tot_ev": -126451.2747, "charge": -1, "orbital_gap_ev": 2.41, "largest_force_ha_per_bohr": 0.0988}